Density functional theory data (ωB97M-V/def2-TZVPD) for a cluster of 5 separate species, C47H90BrF3N7O7 in total at a distorted geometry.

```
155
Properties=species:S:1:pos:R:3:forces:R:3:mulliken_charge:R:1
C 4.86214 -2.84228 0.03234 -0.38 -0.40 -0.84 -0.5894
O 4.63184 -1.65911 0.84195 1.07 -0.69 -0.31 -0.2389
C 5.85999 -0.92027 1.07266 0.27 0.66 -0.40 -0.6255
C 5.85582 0.55676 0.38542 -0.77 -0.16 -0.04 -0.4290
C 4.83401 0.68641 -0.84159 -0.41 0.21 0.19 -0.2410
C 4.64928 2.20671 -1.37244 -0.55 -0.65 0.33 -0.8089
C 3.76283 3.11593 -0.37299 0.85 0.93 -0.40 -0.1708
C 2.77787 4.13558 -1.13605 0.16 -0.08 0.22 -0.5330
C 2.34710 5.37720 -0.17590 0.06 -0.55 -1.07 -0.8920
C 0.97753 5.99449 -0.75279 -0.37 0.45 0.45 0.1326
C -0.19808 6.13377 0.34746 0.56 -0.56 -0.40 -0.9471
C -1.65711 5.80294 -0.30535 0.89 1.11 1.10 -0.8005
C -2.50371 5.02854 0.81952 -1.52 -0.33 -0.45 -0.6433
C -3.17928 3.67253 0.32946 -1.37 -1.92 -0.68 0.1318
N -2.54643 2.48776 -0.25606 -4.38 0.63 1.23 0.3488
C -1.10490 2.29222 -0.57039 1.54 1.29 -0.30 -0.2556
C -0.12623 2.25347 0.70762 0.48 -1.40 -0.91 0.6261
C 0.88443 0.99795 0.62316 -0.43 -1.34 1.73 0.2117
F 1.35197 0.45601 -0.62682 0.02 2.62 2.08 -0.3621
C 1.41454 0.37296 1.81998 -0.52 0.89 -1.82 -0.0064
F 2.72888 0.66222 2.23465 -3.18 -2.60 -0.78 -0.1509
F 0.55256 -0.52728 2.51219 2.74 3.24 -0.19 -0.2118
C -3.59925 1.52127 -0.47941 -3.84 0.33 0.33 0.4827
C -3.59756 0.02892 -1.04371 -0.29 0.84 -0.03 -0.5380
C -2.70788 -0.20623 -2.36025 0.70 -1.99 1.32 0.1509
C -3.18782 -1.63218 -2.96744 -2.92 0.22 -2.44 -0.1119
O -4.18515 -1.67545 -3.74927 4.09 0.19 2.94 -0.5705
N -2.45888 -2.87999 -2.57856 -1.78 0.37 0.93 -0.2073
C -3.11038 -3.42040 -1.33974 -1.48 -1.48 3.88 0.3264
C -4.45433 -4.23648 -1.40655 1.41 0.63 3.52 -0.4101
C -5.11169 -4.74709 -0.08713 2.89 1.67 0.60 -0.4882
C -4.46461 -4.48745 1.32274 1.47 1.16 -3.45 -0.4686
C -3.12269 -3.72287 1.40771 -2.22 -0.75 -3.37 -0.4275
C -2.46078 -3.19178 0.09089 -2.57 -1.50 0.11 -0.4585
C -4.97583 2.07904 -0.07599 6.79 -0.36 -0.95 -0.5807
O -6.24464 1.46378 -0.17223 2.58 1.36 0.94 -0.5275
N -4.57854 3.39484 0.42174 0.03 -1.21 -1.17 0.4176
C -5.72719 4.18863 0.95069 -0.44 0.79 2.38 -0.7159
C -6.25504 3.42673 2.29455 1.01 -1.40 0.44 -0.1541
C -5.03201 2.82100 3.17550 -0.38 0.64 0.60 -0.9066
Br -7.31926 4.64105 3.48235 0.69 -0.60 -1.01 -0.1091
H 3.90922 -3.49395 -0.00641 1.45 1.21 0.37 0.1418
H 5.73529 -3.48974 0.42515 -1.32 1.10 -0.58 0.3081
H 5.05049 -2.51885 -1.05839 0.01 -0.57 1.55 0.2468
H 6.73438 -1.52323 0.64557 -1.08 0.84 0.84 0.3741
H 5.94642 -0.76208 2.20213 0.13 -0.43 -1.56 0.2592
H 6.90071 0.81525 -0.00551 -1.38 -0.27 0.88 0.3410
H 5.51552 1.28429 1.21890 0.75 -0.89 -1.49 0.1782
H 3.80687 0.34179 -0.48063 1.40 0.34 -0.55 0.0216
H 5.12663 -0.01491 -1.70689 -0.28 1.13 1.28 0.3025
H 5.67926 2.68796 -1.51312 -1.54 -0.59 -0.02 0.2697
H 4.07606 2.16461 -2.36718 1.06 0.03 1.27 0.3659
H 4.51827 3.77718 0.20151 -1.35 -1.15 -0.49 0.3919
H 3.13661 2.48985 0.36353 1.08 0.88 -1.03 -0.1743
H 1.85043 3.52593 -1.46075 1.21 1.01 0.51 0.1282
H 3.22518 4.55605 -2.11498 -0.50 -0.75 1.56 0.4511
H 2.26451 4.94476 0.87933 -0.14 0.80 -1.26 0.3932
H 3.17443 6.18127 -0.17344 -1.23 -1.40 0.07 0.3862
H 1.14602 7.04361 -1.21024 -0.21 -1.89 0.44 0.0338
H 0.58116 5.27210 -1.56217 0.69 1.28 1.07 0.1770
H -0.18935 7.17856 0.83868 -0.10 -1.70 -0.82 0.4210
H 0.05323 5.37156 1.18110 -0.60 1.16 -1.23 0.3336
H -2.12208 6.83937 -0.51828 0.39 -1.90 0.26 0.4762
H -1.57834 5.26287 -1.30587 -0.07 0.53 1.49 0.4366
H -3.37015 5.73287 1.12230 1.33 -1.40 -0.33 0.2056
H -1.92406 4.79142 1.77674 -0.60 0.37 -1.48 0.4451
H -0.87655 1.37835 -1.20916 -1.00 1.18 0.95 0.0313
H -0.78370 3.20756 -1.20181 -0.59 -1.52 0.94 -0.0746
H 0.55697 3.18644 0.65586 -1.09 -1.46 0.29 -0.5381
H -0.68028 2.22622 1.72100 0.96 -0.06 -1.60 0.5655
H -3.35851 -0.67374 -0.17188 0.01 0.82 -1.43 0.2587
H -4.69278 -0.20260 -1.33872 1.70 0.63 0.55 0.4548
H -2.79954 0.64559 -3.10900 -0.01 -1.38 0.91 0.4840
H -1.61998 -0.39733 -2.01383 -1.63 0.59 -0.82 -0.0592
H -2.61082 -3.60017 -3.31696 -0.08 0.98 0.53 0.4353
H -4.97231 -4.46975 -2.39711 0.96 0.50 1.53 0.3702
H -6.10475 -5.32926 -0.09500 1.83 1.06 -0.24 0.3326
H -5.00834 -4.87302 2.25801 1.06 0.68 -1.64 0.3499
H -2.66920 -3.56536 2.44657 -0.51 -0.13 -1.91 0.3670
H -1.47344 -2.61862 0.24642 -1.69 -1.02 -0.70 0.4416
H -6.25464 0.74526 0.50040 -0.08 0.52 -0.53 0.3714
H -5.39404 5.22793 1.32316 -0.49 -1.65 -0.99 0.4194
H -6.59393 4.24756 0.21461 1.50 -0.01 0.74 0.2921
H -6.93969 2.54472 2.06439 0.73 1.54 0.05 0.3972
H -5.40846 2.31306 4.14303 0.34 0.96 -1.65 0.4150
H -4.36992 3.70211 3.52933 -0.82 -1.57 -0.67 0.2567
H -4.44658 2.01917 2.60887 -0.68 1.27 0.60 0.2240
C -3.55958 1.99349 9.71930 -0.07 -0.11 0.26 -1.3830
C -3.86214 3.33708 9.06306 0.27 -0.30 -0.20 0.3535
C -4.61302 3.20907 7.72152 -0.01 0.43 0.10 -0.7216
O -3.78526 2.83509 6.62153 -0.39 -0.24 0.06 -0.3129
C -3.57753 1.43765 6.49362 0.29 0.23 -0.13 -0.7232
N -2.60800 4.08638 8.91237 -0.22 0.10 -0.31 -0.7398
H -2.76037 1.44759 9.21346 -0.04 0.10 -0.03 0.2656
H -3.23960 2.14039 10.75503 -0.01 0.04 -0.17 0.3499
H -4.44917 1.35737 9.73566 0.05 0.02 -0.02 0.3451
H -4.51106 3.89150 9.74962 0.00 0.04 -0.14 0.4180
H -5.00999 4.19694 7.46433 0.10 -0.05 -0.06 0.3243
H -5.47771 2.53972 7.80466 0.09 -0.14 0.01 0.4138
H -4.46430 0.86106 6.77154 0.02 0.02 0.10 0.3355
H -2.71797 1.12885 7.09140 -0.11 -0.22 0.05 0.2857
H -3.34273 1.22640 5.44690 -0.04 0.08 0.02 0.2008
H -2.82398 5.01398 8.55051 0.06 -0.02 0.19 0.2729
H -2.08389 3.64957 8.15334 0.00 0.01 0.22 0.3225
C 1.02591 -7.27367 -0.11056 0.14 0.06 0.26 -1.1983
C -0.04933 -6.45966 -0.82550 0.21 -0.35 -0.18 0.7301
C -1.27399 -7.29754 -1.24207 -0.12 0.26 -0.22 -0.3417
O -1.06965 -8.08969 -2.40911 -0.17 0.04 0.51 -0.4415
C -0.45418 -9.34433 -2.16706 0.09 0.02 -0.39 -0.3755
N 0.55612 -5.77486 -1.97533 -0.31 -0.02 -0.08 -0.6530
H 1.58138 -7.92602 -0.78773 -0.12 0.05 -0.03 -0.0353
H 1.75552 -6.60829 0.36135 -0.09 -0.03 -0.11 0.3500
H 0.58796 -7.89401 0.67655 0.02 0.00 -0.07 0.3579
H -0.39925 -5.69796 -0.11961 -0.11 -0.01 -0.10 0.0778
H -2.08307 -6.60381 -1.49676 0.05 -0.03 -0.08 0.0069
H -1.64590 -7.91206 -0.41334 0.13 -0.09 0.02 0.4222
H -0.77535 -9.78579 -1.21962 0.06 0.07 0.04 0.3031
H 0.63267 -9.24224 -2.19232 0.04 -0.18 0.18 -0.0009
H -0.73860 -10.02080 -2.97632 -0.05 0.11 0.05 0.2794
H -0.14550 -5.17043 -2.40059 0.12 0.07 0.10 0.2166
H 0.72877 -6.48143 -2.69162 0.10 0.10 0.14 0.3465
C 5.64874 -10.51911 -4.00282 0.26 0.04 -0.13 -1.4736
C 5.09553 -10.13693 -2.63343 -0.25 -0.23 -0.30 0.3546
C 4.50178 -11.33068 -1.85634 -0.12 0.26 0.23 -0.7172
O 3.20295 -11.72421 -2.29379 0.47 -0.15 0.07 -0.3439
C 3.20038 -12.60855 -3.40265 -0.37 0.13 0.00 -0.6817
N 4.11277 -9.05914 -2.80067 -0.16 -0.11 0.28 -0.7112
H 4.86291 -10.72766 -4.73172 -0.01 0.01 0.12 0.2603
H 6.25291 -9.70260 -4.40968 -0.13 -0.06 0.08 0.3750
H 6.29088 -11.40160 -3.93242 -0.06 0.03 -0.01 0.3593
H 5.93386 -9.74738 -2.04549 -0.11 -0.04 0.08 0.4318
H 4.37630 -11.02213 -0.81286 -0.10 -0.01 -0.08 0.3288
H 5.18670 -12.18694 -1.84596 -0.02 -0.03 -0.16 0.4287
H 4.03662 -13.31229 -3.37035 0.05 0.08 -0.02 0.3184
H 3.21251 -12.04390 -4.33710 0.14 -0.15 -0.11 0.2463
H 2.26861 -13.17835 -3.37579 0.07 0.06 0.10 0.2481
H 3.80719 -8.75172 -1.87846 0.11 0.10 -0.09 0.2504
H 3.27301 -9.47656 -3.20400 0.17 0.08 -0.05 0.3127
C 3.76191 9.62777 -5.18010 0.26 0.01 -0.12 -1.4101
C 3.23151 10.03409 -3.80865 -0.28 -0.12 -0.31 0.2189
C 2.60473 8.86406 -3.02242 -0.08 0.30 0.21 -0.5354
O 1.28920 8.51121 -3.44944 0.44 -0.27 0.12 -0.3867
C 1.25078 7.62290 -4.55453 -0.34 0.17 -0.01 -0.7155
N 2.28447 11.14412 -3.97427 -0.12 -0.23 0.32 -0.7294
H 2.96442 9.44256 -5.90265 -0.01 0.02 0.11 0.2778
H 4.38995 10.42178 -5.59464 -0.14 -0.06 0.09 0.3578
H 4.37484 8.72451 -5.11028 -0.05 0.03 -0.01 0.3435
H 4.08627 10.39788 -3.22801 -0.11 -0.04 0.08 0.4302
H 2.49743 9.18124 -1.97908 -0.10 0.02 -0.06 0.3631
H 3.26196 7.98569 -3.01282 -0.02 -0.06 -0.17 0.3369
H 2.06392 6.89205 -4.52517 0.07 0.08 -0.01 0.3027
H 1.27509 8.18314 -5.49097 0.13 -0.17 -0.10 0.2944
H 0.30110 7.08319 -4.52024 0.05 0.06 0.09 0.2542
H 1.99566 11.46667 -3.05203 0.11 0.12 -0.11 0.2806
H 1.42820 10.75487 -4.37048 0.17 0.12 -0.06 0.3221
```
Forces are in eV/Å.

Summary:
Strongest force on any atom = 6.862 eV/A
Net charge = +1
Total energy = -153133.11132 eV